# 1
{"formula": "H2", "method": "wB97M-V/def2-TZVPD", "symbols": ["H", "H"], "coordinates": [[0.00000, 0.00000, 0.69872], [0.00000, 0.00000, -0.69872]], "atomic_forces_ev_per_a": [[0.0, 0.0, -4.7], [0.0, 0.0, 4.7]], "lowdin_charge": [0.000, 0.000], "orbital_gap_ha": 0.4299, "de_lowest_kj_mol": 259.6, "e_homo_ev": -11.73, "total_energy_ev": -28.8986, "fmax_ev_per_a": 4.688}

---

# 2
{"formula": "H20HeO10", "method": "wB97M-V/def2-TZVPD", "symbols": ["He", "O", "H", "H", "O", "H", "H", "O", "H", "H", "O", "H", "H", "O", "H", "H", "O", "H", "H", "O", "H", "H", "O", "H", "H", "O", "H", "H", "O", "H", "H"], "coordinates": [[-0.00887, -0.09239, 0.42787], [-0.49841, -0.97014, -2.16126], [-1.07312, -0.21451, -2.28359], [-1.09514, -1.70515, -2.02012], [-2.00617, 1.48622, -1.98378], [-2.21763, 2.18751, -1.36758], [-1.32717, 1.85806, -2.54674], [-0.26958, -1.08178, 3.58266], [-0.14181, -1.97174, 3.91112], [-0.90046, -1.17756, 2.86919], [1.30066, -2.98034, -2.56078], [0.64148, -3.66045, -2.42232], [0.79833, -2.20942, -2.82456], [-2.29241, 1.03041, 1.41549], [-2.26055, 0.09124, 1.23334], [-3.17737, 1.29391, 1.16324], [2.42921, 2.35506, 0.05314], [2.43242, 1.62174, 0.66834], [2.91405, 3.04736, 0.50244], [-0.31158, 2.92274, 0.52909], [0.51551, 2.50168, 0.29486], [-0.84493, 2.21711, 0.89496], [-1.81209, -1.73020, 0.87094], [-1.80520, -1.35983, -0.01167], [-1.46290, -2.61484, 0.76272], [2.73625, -0.12079, -2.10445], [2.43269, -0.18909, -3.00967], [1.93851, -0.17958, -1.57873], [1.82356, 0.25646, 2.46114], [1.03797, -0.19572, 2.76873], [2.50487, -0.41587, 2.46604]], "atomic_forces_ev_per_a": [[0.2, 0.1, 0.0], [0.2, -0.3, 0.1], [-0.4, 0.6, 0.1], [-0.1, -0.2, -0.2], [-0.2, -0.5, -0.4], [0.2, 0.2, 0.4], [0.2, 0.4, -0.1], [0.0, 0.0, 0.2], [0.1, -0.2, 0.2], [-0.4, 0.0, -0.4], [0.3, -0.4, 0.0], [-0.1, -0.3, -0.1], [-0.1, 0.4, 0.0], [0.0, 0.2, 0.0], [0.1, -0.3, 0.2], [-0.3, 0.2, 0.0], [-0.1, 0.0, -0.4], [0.0, -0.4, 0.5], [0.0, 0.2, 0.1], [-0.5, 0.4, -0.2], [0.7, 0.1, -0.2], [-0.4, -0.2, 0.3], [-0.3, -0.1, 0.3], [0.2, 0.2, -0.4], [0.1, -0.3, 0.1], [0.3, 0.1, 0.0], [0.0, -0.1, -0.2], [-0.2, 0.0, 0.2], [0.8, 0.6, -0.6], [-0.5, -0.2, 0.4], [0.2, -0.1, 0.0]], "lowdin_charge": [0.201, -0.059, 0.006, 0.042, -0.048, 0.039, 0.053, -0.028, 0.061, 0.013, -0.055, 0.023, -0.021, -0.043, -0.021, 0.058, -0.046, 0.009, 0.054, -0.074, -0.031, -0.039, -0.068, 0.006, 0.065, -0.049, 0.028, -0.002, -0.071, -0.038, 0.038], "orbital_gap_ha": 0.3646, "de_lowest_kj_mol": 115.0, "e_homo_ev": -10.27, "total_energy_ev": -20878.7164, "fmax_ev_per_a": 1.124}

---

# 3
{"formula": "H20O10", "method": "wB97M-V/def2-TZVPD", "symbols": ["H", "H", "H", "H", "H", "H", "H", "H", "H", "H", "H", "H", "H", "H", "H", "H", "H", "H", "H", "H", "O", "O", "O", "O", "O", "O", "O", "O", "O", "O"], "coordinates": [[0.00683, -0.46169, 0.06270], [1.27461, -1.28610, -0.08932], [-3.26485, 1.76929, 0.71295], [-1.77693, 1.51502, 0.53550], [3.88068, 1.70872, 1.29690], [2.83377, 2.75026, 1.65636], [5.26094, 0.97218, 0.75021], [5.22520, -0.53506, 0.94255], [5.32295, 0.63721, -2.73084], [4.14267, -0.30935, -2.58595], [-2.71067, -0.09089, 1.20227], [-1.51026, -0.59333, 1.98751], [-2.73493, -1.44164, 3.19293], [-2.69066, -1.73333, 4.68391], [-1.51343, -0.23602, -2.97375], [-1.79964, 1.18271, -3.43779], [-0.06414, -2.02617, -1.03755], [-0.46404, -0.67439, -1.60571], [-3.85722, -0.85882, -1.61283], [-4.93199, 0.18880, -1.37324], [0.67649, -0.92756, 0.57603], [-2.64113, 1.20585, 0.24127], [3.77619, 2.56268, 1.73144], [5.27268, 0.29282, 1.43382], [4.38209, 0.62210, -2.52217], [-1.95429, -0.68470, 1.13694], [-2.36017, -1.11790, 4.01982], [-2.21712, 0.32137, -3.32464], [-0.22859, -1.57063, -1.87087], [-4.78478, -0.76372, -1.36873]], "atomic_forces_ev_per_a": [[-0.1, 0.0, 0.7], [0.3, 0.3, 0.2], [-0.1, 0.4, -0.3], [0.0, -0.1, 0.0], [-0.3, 0.0, 0.5], [0.1, 0.1, 0.0], [0.5, -0.1, -0.1], [0.0, 0.0, 0.1], [-0.1, 0.1, 0.0], [0.0, 0.1, -0.1], [0.2, -0.4, -0.3], [0.3, -0.3, 0.0], [0.0, -0.1, -0.1], [0.1, 0.1, 0.0], [-0.2, -0.2, -0.4], [-0.1, 0.0, -0.1], [-0.5, -0.2, -0.1], [0.0, -0.2, 0.0], [0.0, 0.1, -0.1], [0.1, -0.1, -0.1], [0.5, 0.0, 0.0], [-1.0, 2.6, -0.9], [-0.3, 0.2, -0.2], [-0.1, -0.2, -0.3], [0.1, -0.2, 0.1], [0.7, -2.0, 1.4], [-0.2, -0.1, 0.0], [0.2, 0.1, 0.2], [0.0, 0.1, -0.6], [-0.1, 0.1, 0.1]], "lowdin_charge": [-0.002, 0.038, 0.074, 0.071, -0.012, 0.036, 0.027, 0.047, 0.036, 0.032, 0.009, 0.030, 0.018, 0.044, -0.006, 0.045, 0.036, 0.015, 0.012, 0.028, -0.057, -0.057, -0.060, -0.047, -0.061, -0.091, -0.060, -0.039, -0.045, -0.062], "orbital_gap_ha": 0.3926, "de_lowest_kj_mol": 440.5, "e_homo_ev": -10.91, "smiles": "O.O.O.O.O.O.O.O.O.O", "total_energy_ev": -20798.0475, "fmax_ev_per_a": 2.889}

---

# 4
{"formula": "H20O10", "method": "wB97M-V/def2-TZVPD", "symbols": ["O", "H", "H", "O", "H", "H", "O", "H", "H", "O", "H", "H", "O", "H", "H", "O", "H", "H", "O", "H", "H", "O", "H", "H", "O", "H", "H", "O", "H", "H"], "coordinates": [[-0.22195, 0.35292, 2.65969], [0.26564, -0.13478, 3.32349], [-0.29544, 1.23763, 3.01763], [0.40398, 3.29266, -0.81635], [-0.12647, 3.63652, -1.53511], [0.47613, 2.35568, -0.99825], [-2.80446, 1.92150, 0.61780], [-1.93876, 1.67916, 0.28906], [-3.38518, 1.23225, 0.29541], [1.07407, 1.33045, -3.78695], [0.93905, 0.91108, -4.63673], [0.44726, 0.90077, -3.20496], [1.60823, -1.30769, -1.04322], [2.44636, -1.08326, -1.44746], [1.19266, -1.90296, -1.66706], [-0.03811, 0.56125, -0.11169], [0.53252, -0.11809, -0.47101], [-0.02503, 0.41047, 0.83347], [2.79570, 0.67913, 1.13415], [3.03764, -0.24395, 1.05915], [2.53810, 0.78608, 2.04980], [-1.73840, -1.05140, -2.04885], [-1.57967, -0.76847, -1.14831], [-2.54623, -1.56263, -2.00094], [0.75865, -2.51493, 1.61883], [0.75317, -2.05477, 0.77952], [0.96312, -3.42250, 1.39361], [-2.22890, -1.65038, 1.91226], [-1.57028, -1.02627, 2.21712], [-1.73339, -2.44545, 1.71590]], "atomic_forces_ev_per_a": [[0.1, -0.1, 0.1], [0.2, -0.4, 0.1], [-0.3, 0.4, 0.0], [0.0, 0.4, 0.1], [-0.1, 0.2, -0.2], [0.0, -0.4, 0.3], [-0.2, 0.2, 0.2], [0.4, 0.0, -0.2], [-0.1, -0.2, 0.0], [0.3, 0.1, 0.1], [-0.1, -0.1, -0.2], [-0.3, -0.1, 0.2], [0.1, -0.5, 0.0], [0.3, 0.3, -0.1], [-0.3, -0.2, -0.3], [-1.0, 0.2, -0.5], [0.5, -0.1, -0.3], [0.1, 0.2, 0.6], [0.1, 0.1, -0.2], [0.1, -0.3, 0.1], [-0.1, 0.1, 0.2], [0.2, -0.2, -0.4], [0.2, 0.4, 0.5], [-0.2, -0.1, -0.1], [-0.2, 0.0, 0.4], [0.2, 0.2, -0.4], [0.1, -0.3, 0.0], [-0.6, -0.2, -0.3], [0.2, 0.4, 0.1], [0.2, -0.2, 0.0]], "lowdin_charge": [-0.028, 0.068, 0.082, -0.058, 0.031, -0.019, -0.049, -0.012, 0.028, -0.045, 0.032, 0.012, -0.024, 0.081, 0.073, -0.065, -0.027, -0.008, -0.033, 0.024, 0.027, -0.051, -0.007, 0.036, -0.037, -0.006, 0.047, -0.057, -0.026, 0.010], "orbital_gap_ha": 0.3757, "de_lowest_kj_mol": 239.5, "e_homo_ev": -10.41, "smiles": "O.O.O.O.O.O.O.O.O.O", "total_energy_ev": -20800.1302, "fmax_ev_per_a": 1.124}

---

Copy entry 2 word for word.
{"formula": "H20HeO10", "method": "wB97M-V/def2-TZVPD", "symbols": ["He", "O", "H", "H", "O", "H", "H", "O", "H", "H", "O", "H", "H", "O", "H", "H", "O", "H", "H", "O", "H", "H", "O", "H", "H", "O", "H", "H", "O", "H", "H"], "coordinates": [[-0.00887, -0.09239, 0.42787], [-0.49841, -0.97014, -2.16126], [-1.07312, -0.21451, -2.28359], [-1.09514, -1.70515, -2.02012], [-2.00617, 1.48622, -1.98378], [-2.21763, 2.18751, -1.36758], [-1.32717, 1.85806, -2.54674], [-0.26958, -1.08178, 3.58266], [-0.14181, -1.97174, 3.91112], [-0.90046, -1.17756, 2.86919], [1.30066, -2.98034, -2.56078], [0.64148, -3.66045, -2.42232], [0.79833, -2.20942, -2.82456], [-2.29241, 1.03041, 1.41549], [-2.26055, 0.09124, 1.23334], [-3.17737, 1.29391, 1.16324], [2.42921, 2.35506, 0.05314], [2.43242, 1.62174, 0.66834], [2.91405, 3.04736, 0.50244], [-0.31158, 2.92274, 0.52909], [0.51551, 2.50168, 0.29486], [-0.84493, 2.21711, 0.89496], [-1.81209, -1.73020, 0.87094], [-1.80520, -1.35983, -0.01167], [-1.46290, -2.61484, 0.76272], [2.73625, -0.12079, -2.10445], [2.43269, -0.18909, -3.00967], [1.93851, -0.17958, -1.57873], [1.82356, 0.25646, 2.46114], [1.03797, -0.19572, 2.76873], [2.50487, -0.41587, 2.46604]], "atomic_forces_ev_per_a": [[0.2, 0.1, 0.0], [0.2, -0.3, 0.1], [-0.4, 0.6, 0.1], [-0.1, -0.2, -0.2], [-0.2, -0.5, -0.4], [0.2, 0.2, 0.4], [0.2, 0.4, -0.1], [0.0, 0.0, 0.2], [0.1, -0.2, 0.2], [-0.4, 0.0, -0.4], [0.3, -0.4, 0.0], [-0.1, -0.3, -0.1], [-0.1, 0.4, 0.0], [0.0, 0.2, 0.0], [0.1, -0.3, 0.2], [-0.3, 0.2, 0.0], [-0.1, 0.0, -0.4], [0.0, -0.4, 0.5], [0.0, 0.2, 0.1], [-0.5, 0.4, -0.2], [0.7, 0.1, -0.2], [-0.4, -0.2, 0.3], [-0.3, -0.1, 0.3], [0.2, 0.2, -0.4], [0.1, -0.3, 0.1], [0.3, 0.1, 0.0], [0.0, -0.1, -0.2], [-0.2, 0.0, 0.2], [0.8, 0.6, -0.6], [-0.5, -0.2, 0.4], [0.2, -0.1, 0.0]], "lowdin_charge": [0.201, -0.059, 0.006, 0.042, -0.048, 0.039, 0.053, -0.028, 0.061, 0.013, -0.055, 0.023, -0.021, -0.043, -0.021, 0.058, -0.046, 0.009, 0.054, -0.074, -0.031, -0.039, -0.068, 0.006, 0.065, -0.049, 0.028, -0.002, -0.071, -0.038, 0.038], "orbital_gap_ha": 0.3646, "de_lowest_kj_mol": 115.0, "e_homo_ev": -10.27, "total_energy_ev": -20878.7164, "fmax_ev_per_a": 1.124}